## one
This record from OMol25 describes an isolated molecule of C3H8N2OS. The level of theory is wB97M-V/def2-TZVPD.

Summary:
HOMO energy, eV: -9.37
Structure (SMILES): [H]/N=C(/N)SCOC

Last column: natural (NBO) charge in e.
Cartesian coordinates (Å):
C1 -2.285 0.269 -0.758  -0.261
C2 -0.778 -0.728 0.861  -0.195
C3 1.691 0.227 -0.159  0.304
H1 -2.740 -0.716 -0.787  0.170
H2 -1.654 0.277 -1.625  0.183
H3 -2.971 1.109 -0.801  0.203
H4 -1.429 -1.611 1.007  0.197
H5 -0.328 -0.486 1.840  0.219
H6 3.249 -1.017 0.112  0.382
H7 3.580 0.598 0.287  0.396
H8 0.327 1.529 -0.042  0.360
N1 3.025 -0.085 -0.192  -0.814
N2 1.313 1.412 0.105  -0.713
O1 -1.552 0.396 0.479  -0.546
S1 0.551 -1.175 -0.326  0.116

---

## two
This record from OMol25 describes an isolated molecule of C3H8N2OS. The level of theory is wB97M-V/def2-TZVPD.

Summary:
HOMO energy, eV: -9.09
Structure (SMILES): NC(=O)[C@H](N)CS

Last column: natural (NBO) charge in e.
Cartesian coordinates (Å):
N1 -1.258 -1.106 0.447  -0.796
C1 -0.110 -0.325 0.040  -0.150
C2 1.218 -0.358 0.688  -0.448
S1 1.748 -2.211 0.924  -0.086
C3 -0.462 1.183 -0.107  0.665
N2 -0.057 1.706 -1.285  -0.832
O1 -1.057 1.719 0.798  -0.601
H1 -1.386 -0.935 1.400  0.358
H2 0.994 -2.404 -0.234  0.137
H3 -2.073 -0.803 0.045  0.359
H4 -0.008 -0.605 -0.953  0.163
H5 1.817 0.276 0.117  0.220
H6 1.080 0.034 1.686  0.220
H7 -0.124 1.136 -2.096  0.394
H8 -0.320 2.693 -1.469  0.398

---

## three
This record from OMol25 describes an isolated molecule of C3H8N2OS. The level of theory is wB97M-V/def2-TZVPD.

Summary:
HOMO energy, eV: -8.29

Last column: natural (NBO) charge in e.
Cartesian coordinates (Å):
C1 -0.880 1.009 -0.106  -0.237
C2 0.261 1.170 -1.117  -0.630
C3 -0.053 -1.158 0.180  -0.005
N1 -0.502 0.002 0.855  -0.601
N2 0.736 -1.995 0.994  -0.823
O1 -0.024 -1.076 -2.561  -0.990
S1 0.835 -0.546 -1.494  1.106
H1 -1.116 1.943 0.405  0.213
H2 -1.773 0.654 -0.630  0.207
H3 -0.050 1.643 -2.044  0.246
H4 1.110 1.699 -0.686  0.212
H5 -0.896 -1.710 -0.246  0.205
H6 0.201 0.341 1.504  0.357
H7 0.949 -2.877 0.549  0.381
H8 1.589 -1.550 1.309  0.360

---

Going by the computed energies, the most stable comes first: two, one, three.

---

## one
This record from OMol25 describes an isolated molecule of C3H8N2OS. The level of theory is wB97M-V/def2-TZVPD.

Summary:
HOMO energy, eV: -9.22
Structure (SMILES): NC(=O)NCCS

Last column: natural (NBO) charge in e.
Cartesian coordinates (Å):
C1 -0.551 0.125 -0.084  -0.235
C2 -1.697 -0.947 -0.228  -0.559
S1 -3.327 -0.416 0.272  -0.019
N1 0.757 -0.524 0.474  -0.650
C3 1.948 0.031 -0.128  0.776
N2 1.878 1.366 -0.509  -0.860
O1 2.952 -0.666 -0.074  -0.618
H1 -0.684 1.039 0.477  0.193
H2 -0.370 0.545 -1.025  0.201
H3 -1.676 -1.453 -1.248  0.242
H4 -1.484 -1.598 0.597  0.215
H5 -2.747 0.260 1.418  0.132
H6 0.828 -1.538 0.350  0.396
H7 2.819 1.868 -0.522  0.405
H8 1.354 1.907 0.230  0.383

---

## two
This record from OMol25 describes an isolated molecule of C3H8N2OS. The level of theory is wB97M-V/def2-TZVPD.

Summary:
HOMO energy, eV: -9.16
Structure (SMILES): NC(=O)NCCS

Last column: natural (NBO) charge in e.
Cartesian coordinates (Å):
C1 0.037 0.815 -0.665  -0.229
C2 -0.405 1.680 0.565  -0.502
S1 1.168 2.311 1.386  -0.061
N1 -0.726 -0.406 -0.773  -0.646
C3 -0.479 -1.740 -0.517  0.771
N2 0.781 -2.108 -0.173  -0.841
O1 -1.352 -2.544 -0.807  -0.657
H1 -0.124 1.379 -1.586  0.204
H2 1.085 0.522 -0.655  0.210
H3 -1.151 1.149 1.145  0.229
H4 -0.788 2.621 0.194  0.220
H5 1.354 1.316 2.229  0.117
H6 -1.732 -0.381 -0.643  0.396
H7 0.905 -3.088 -0.011  0.404
H8 1.426 -1.526 0.310  0.386

---

## three
This record from OMol25 describes an isolated molecule of C3H8N2OS. The level of theory is wB97M-V/def2-TZVPD.

Summary:
HOMO energy, eV: -9.52
Structure (SMILES): NC(=O)NCCS

Last column: natural (NBO) charge in e.
Cartesian coordinates (Å):
C1 0.136 0.956 0.398  -0.251
C2 0.924 0.788 -0.934  -0.499
S1 2.392 1.965 -0.850  -0.062
N1 -1.157 0.273 0.281  -0.647
C3 -1.603 -1.004 0.530  0.784
N2 -0.697 -1.998 0.969  -0.854
O1 -2.727 -1.376 0.241  -0.648
H1 -0.023 2.011 0.799  0.223
H2 0.824 0.623 1.163  0.217
H3 1.172 -0.251 -1.096  0.213
H4 0.380 1.164 -1.884  0.220
H5 3.118 0.886 -0.427  0.131
H6 -1.706 0.687 -0.461  0.400
H7 -1.239 -2.821 0.735  0.405
H8 0.207 -1.903 0.536  0.369

---

## four
This record from OMol25 describes an isolated molecule of C3H8N2OS. The level of theory is wB97M-V/def2-TZVPD.

Summary:
HOMO energy, eV: -9.47
Structure (SMILES): NC(=O)NCCS

Last column: natural (NBO) charge in e.
Cartesian coordinates (Å):
C1 0.428 -0.227 0.085  -0.232
C2 1.584 0.757 0.138  -0.517
S1 3.094 -0.072 -0.420  -0.033
N1 -0.812 0.456 0.396  -0.646
C3 -2.041 0.021 -0.093  0.782
N2 -2.207 -1.338 -0.111  -0.845
O1 -2.915 0.799 -0.411  -0.640
H1 0.415 -0.656 -0.930  0.186
H2 0.622 -1.056 0.777  0.194
H3 1.747 1.119 1.151  0.222
H4 1.338 1.622 -0.479  0.209
H5 3.952 0.761 0.176  0.130
H6 -0.771 1.463 0.335  0.396
H7 -2.983 -1.670 -0.656  0.405
H8 -1.450 -1.978 0.042  0.389

---

Going by the computed energies, the most stable comes first: four, two, three, one.

---

## one
This record from OMol25 describes an isolated molecule of C3H8N2OS. The level of theory is wB97M-V/def2-TZVPD.

Summary:
HOMO energy, eV: -9.18
Structure (SMILES): NC(=O)NCCS

Last column: natural (NBO) charge in e.
Cartesian coordinates (Å):
C1 -0.286 -1.025 0.830  -0.219
C2 1.245 -0.841 1.338  -0.537
S1 2.309 0.016 0.120  -0.055
N1 -1.147 0.214 0.726  -0.725
C3 -1.581 0.422 -0.626  0.797
N2 -0.862 1.348 -1.391  -0.849
O1 -2.498 -0.185 -1.114  -0.587
H1 -0.191 -1.504 -0.187  0.207
H2 -0.804 -1.740 1.438  0.203
H3 1.612 -1.904 1.479  0.238
H4 1.366 -0.170 2.258  0.229
H5 1.589 1.156 -0.166  0.112
H6 -1.870 0.350 1.419  0.401
H7 -1.043 1.261 -2.438  0.392
H8 0.182 1.492 -1.400  0.393

---

## two
This record from OMol25 describes an isolated molecule of C3H8N2OS. The level of theory is wB97M-V/def2-TZVPD.

Summary:
HOMO energy, eV: -9.30
Structure (SMILES): NC(=O)[C@@H](N)CS

Last column: natural (NBO) charge in e.
Cartesian coordinates (Å):
N1 -0.233 0.274 1.362  -0.839
C1 -0.204 -0.357 0.037  -0.165
C2 -0.988 0.380 -1.047  -0.529
S1 -2.760 0.478 -0.689  -0.037
C3 1.253 -0.499 -0.394  0.667
N2 2.036 -1.132 0.519  -0.821
O1 1.671 -0.110 -1.464  -0.606
H1 0.446 1.029 1.398  0.355
H2 -1.134 0.699 1.545  0.370
H3 -0.637 -1.355 0.139  0.208
H4 -0.861 -0.113 -2.006  0.245
H5 -0.582 1.382 -1.161  0.229
H6 -2.744 1.646 -0.058  0.115
H7 1.706 -1.236 1.465  0.408
H8 3.031 -1.089 0.352  0.401

---

Going by the computed energies, the most stable comes first: two, one.

---

## one
This record from OMol25 describes an isolated molecule of C3H3ClN2. The level of theory is wB97M-V/def2-TZVPD.

Summary:
HOMO energy (spin up / spin down), eV: -7.65 / -7.65

Last column: natural (NBO) charge in e.
Cartesian coordinates (Å):
C1 -1.340 -0.177 -0.292  -0.073
C2 0.024 -0.024 -0.037  -0.229
C3 -0.710 2.004 0.731  0.152
N1 -2.163 0.778 -0.050  -0.338
N2 0.294 1.208 0.489  -0.476
Cl1 -0.717 3.629 1.047  0.099
H1 -1.732 -1.105 -0.688  0.223
H2 0.799 -0.762 -0.102  0.215
H3 1.257 1.469 0.695  0.426

---

## two
This record from OMol25 describes an isolated molecule of C3H3ClN2. The level of theory is wB97M-V/def2-TZVPD.

Summary:
HOMO energy (spin up / spin down), eV: -9.73 / -8.91

Last column: natural (NBO) charge in e.
Cartesian coordinates (Å):
C1 -1.133 -1.081 -0.065  -0.139
C2 -2.159 -0.191 -0.020  0.014
C3 0.130 0.815 -0.016  -0.245
N1 0.144 -0.595 0.012  -0.330
N2 -1.035 1.489 -0.057  -0.254
Cl1 -3.732 0.209 -0.012  0.179
H1 -1.238 -2.217 0.076  0.242
H2 0.911 1.038 0.936  0.259
H3 0.629 1.164 -0.902  0.275

---

Going by the computed energies, the most stable comes first: one, two.